one | Density functional theory data (wB97M-V/def2-TZVPD) for C12H16AuN3O6PS2Te as an isolated structure.

ORCA input file:
```
! RIJCOSX wB97M-V def2-TZVPD def2/J DEFGRID3
* xyz -1 1
Au 2.017 -1.623 -0.765
O 5.227 0.937 1.001
S 4.302 0.340 0.081
O 4.773 0.363 -1.326
O 3.864 -1.011 0.446
C 2.909 1.497 0.046
C 3.011 2.451 -0.965
C 2.153 3.536 -1.013
C 1.194 3.699 -0.028
C 1.071 2.747 0.969
C 1.914 1.642 1.012
S 1.497 0.423 2.269
O 0.322 0.962 2.940
O 2.628 0.169 3.109
O 1.099 -0.758 1.425
H 3.786 2.319 -1.705
H 2.245 4.258 -1.815
H 0.542 4.563 -0.034
H 0.319 2.834 1.741
Te 3.117 -0.541 -2.880
C -3.012 -0.530 0.989
N -2.735 -1.964 1.006
C -3.277 -2.563 -0.206
N -2.786 -1.956 -1.437
C -3.064 -0.526 -1.388
N -2.521 0.137 -0.213
C -1.062 0.191 -0.217
P -0.273 -1.494 -0.186
C -1.310 -2.233 1.177
C -1.345 -2.192 -1.581
H -2.547 -0.067 1.861
H -4.097 -0.396 1.035
H -4.365 -2.444 -0.184
H -3.034 -3.629 -0.216
H -4.151 -0.397 -1.380
H -2.653 -0.054 -2.284
H -0.735 0.722 0.672
H -0.723 0.738 -1.102
H -0.967 -1.807 2.119
H -1.148 -3.314 1.200
H -1.177 -3.272 -1.648
H -1.009 -1.757 -2.528
*
```

Output
- HOMO (spin up / spin down): -4.8 / -4.8 eV

---

two | Density functional theory data (wB97M-V/def2-TZVPD) for C12H16AuN3O6PS2Te as an isolated structure.

ORCA input file:
```
! RIJCOSX wB97M-V def2-TZVPD def2/J DEFGRID3
* xyz -1 1
Au -2.363 -0.683 0.857
O -1.928 -5.164 -0.865
S -2.064 -3.768 -0.589
O -3.405 -3.317 -1.248
O -2.047 -3.303 0.768
C -0.845 -2.921 -1.595
C -1.235 -2.720 -2.915
C -0.341 -2.236 -3.856
C 0.964 -1.968 -3.478
C 1.351 -2.158 -2.161
C 0.462 -2.623 -1.198
S 1.085 -2.648 0.508
O 2.471 -2.224 0.389
O 0.879 -3.991 0.987
O 0.258 -1.615 1.139
H -2.249 -2.952 -3.208
H -0.669 -2.078 -4.875
H 1.683 -1.605 -4.202
H 2.359 -1.936 -1.839
Te -4.205 -1.446 -0.847
C 2.093 2.183 1.234
N 1.335 2.238 2.484
C 0.552 3.468 2.503
N -0.328 3.644 1.347
C 0.488 3.545 0.135
N 1.269 2.318 0.034
C 0.426 1.134 -0.154
P -0.724 0.891 1.266
C 0.494 1.046 2.641
C -1.378 2.618 1.340
H 2.632 1.236 1.187
H 2.815 3.005 1.243
H 1.250 4.310 2.523
H -0.051 3.495 3.413
H 1.184 4.388 0.130
H -0.164 3.626 -0.737
H 1.057 0.249 -0.238
H -0.156 1.221 -1.075
H 1.115 0.150 2.641
H -0.041 1.089 3.593
H -1.994 2.724 2.237
H -2.038 2.778 0.483
*
```

Output
- HOMO: -5.0 eV

---

The data favor two; the next most stable structure lies 1.411 eV above it.

---

one | Density functional theory data (wB97M-V/def2-TZVPD) for a 2-piece molecular cluster, C2H7N2O2 overall.

ORCA input file:
```
! RIJCOSX wB97M-V def2-TZVPD def2/J DEFGRID3
* xyz -1 1
N 2.299 0.866 1.082
C 0.995 0.392 0.674
O 0.469 -0.481 1.381
O 0.540 0.972 -0.350
H 3.067 0.236 1.159
H 2.530 1.774 0.723
C -2.342 -0.765 -0.589
N -1.444 -0.767 -1.751
H -1.854 -1.180 0.293
H -3.243 -1.345 -0.807
H -2.600 0.271 -0.374
H -0.592 -0.245 -1.497
H -1.095 -1.703 -1.951
*
```

Output
- HOMO: -3.9 eV

---

two | Density functional theory data (wB97M-V/def2-TZVPD) for a 2-piece molecular cluster, C2H7N2O2 overall.

ORCA input file:
```
! RIJCOSX wB97M-V def2-TZVPD def2/J DEFGRID3
* xyz -1 1
N 0.034 1.165 0.941
C -1.340 0.984 0.491
N -1.656 -0.349 -0.060
H 0.686 0.831 0.234
H 0.168 0.490 1.684
H -1.650 1.689 -0.264
H -1.987 1.045 1.380
H -1.733 -1.075 0.639
H -0.848 -0.624 -0.622
O 2.760 -0.042 -1.462
C 2.090 -1.026 -1.109
O 1.338 -1.145 -0.106
H 2.137 -1.946 -1.744
*
```

Output
- HOMO: -4.4 eV

---

The data favor one; the next most stable structure lies 0.281 eV above it.

---

one | Density functional theory data (wB97M-V/def2-TZVPD) for the molecule CH3NO3S.

ORCA input file:
```
! RIJCOSX wB97M-V def2-TZVPD def2/J DEFGRID3
* xyz 0 1
N 1.120 0.019 1.423
O 0.936 0.682 0.207
C -0.624 0.821 -0.403
S -0.976 -0.572 -1.227
O -2.370 -0.732 -1.683
O 0.104 -1.229 -1.908
H 1.738 0.706 1.807
H 1.454 -0.925 1.416
H -1.383 1.230 0.368
*
```

Output
- HOMO (spin up / spin down): -9.8 / -9.8 eV
- Structure (SMILES): NOC=S(=O)=O

---

two | Density functional theory data (wB97M-V/def2-TZVPD) for CH3NO3S as an isolated structure.

ORCA input file:
```
! RIJCOSX wB97M-V def2-TZVPD def2/J DEFGRID3
* xyz 0 1
C -1.272 0.381 0.634
N 1.295 0.052 0.547
O -1.505 1.336 0.007
O 0.889 -1.307 -1.739
O -0.870 -0.766 0.031
S 0.568 -0.321 -0.739
H -1.141 0.142 1.742
H 2.101 -0.380 0.851
H -0.065 0.863 -1.335
*
```

Output
- HOMO: -10.6 eV

---

The data favor two; the next most stable structure lies 2.763 eV above it.

---

one | Density functional theory data (wB97M-V/def2-TZVPD) for CH3NO3S as an isolated structure.

ORCA input file:
```
! RIJCOSX wB97M-V def2-TZVPD def2/J DEFGRID3
* xyz 0 1
C -1.629 -0.477 0.986
N 0.736 -0.076 -0.214
O -3.314 1.213 2.144
O -1.225 0.745 3.396
O 0.186 -0.601 0.964
S -2.015 0.682 2.181
H -1.887 -0.159 0.091
H 1.113 -0.663 -0.923
H 1.355 0.595 0.157
*
```

Output
- HOMO: -9.6 eV

---

two | Density functional theory data (wB97M-V/def2-TZVPD) for a 2-piece molecular cluster, CH3NO3S overall.

ORCA input file:
```
! RIJCOSX wB97M-V def2-TZVPD def2/J DEFGRID3
* xyz 0 1
C 1.020 0.300 0.070
N 2.064 -0.316 -0.274
O -1.949 0.981 -0.976
O -2.880 -1.405 -0.113
O 0.023 -0.247 0.695
S -2.316 0.243 0.206
H 0.936 1.431 0.164
H 2.871 0.229 -0.435
H 0.231 -1.217 0.662
*
```

Output
- HOMO: -10.8 eV

---

The data favor two; the next most stable structure lies 3.720 eV above it.